# C32H66As3PY

A molecular structure, C32H66As3PY (ωB97M-V/def2-TZVPD, OMol25).

Results
- gap between HOMO and LUMO (eV) = 5.79
- relative energy (zero: lowest compared OMol25 entry of this formula, charge and spin) (kcal per mole) = 6.0
- HOMO level (hartree) = -0.3191

```
! RIJCOSX wB97M-V def2-TZVPD def2/J DEFGRID3
* xyz 1 1
Y -1.5940 0.5966 -0.5370
C -1.6789 3.3210 2.9566
C -0.9633 3.6391 1.6493
C -0.8441 5.1541 1.4559
C -1.6092 3.0279 0.4268
C -2.9104 2.5812 0.4073
C -3.5292 2.0796 -0.8290
C -2.8441 2.3088 -2.0455
C -3.5475 2.1461 -3.3608
C -1.4884 2.5608 -2.0071
C -0.7883 2.8130 -0.7277
H -1.0999 3.6985 3.7998
H -1.8178 2.2435 3.0874
H -2.6586 3.7995 2.9989
H 0.0505 3.2244 1.7008
H -1.8349 5.6081 1.3990
H -0.3075 5.3995 0.5398
H -0.3119 5.6046 2.2939
H -3.5245 2.6857 1.2872
H -4.6001 1.9408 -0.8633
H -2.9066 1.6769 -4.1073
H -3.8312 3.1269 -3.7455
H -4.4547 1.5518 -3.2538
H -0.9480 2.6729 -2.9362
H 0.1941 3.2673 -0.7604
C -4.5041 -2.1994 0.5999
As -3.5385 -0.6496 1.2959
C -5.1263 0.3876 1.7472
C -3.1859 -1.1829 3.1629
C -1.8585 -1.8262 3.5841
C -1.9895 -2.1395 5.0860
C -0.6621 -0.8510 3.4910
As -0.0576 -0.0364 1.7995
C 0.2335 -1.5637 0.5807
C 1.7692 0.3689 2.3157
C -1.5893 -3.1117 2.7777
As -2.2063 -4.8547 3.5047
C -1.7599 -5.8458 1.8726
C -4.1362 -4.7328 3.1662
H -5.2144 -2.5752 1.3341
H -3.8059 -2.9946 0.3312
H -5.0400 -1.8938 -0.2987
H -5.8055 -0.2486 2.3139
H -5.6333 0.7480 0.8551
H -4.8369 1.2313 2.3704
H -4.0040 -1.8567 3.4277
H -3.3424 -0.2640 3.7377
H -2.1068 -1.2187 5.6598
H -1.1082 -2.6651 5.4567
H -2.8588 -2.7698 5.2856
H 0.2146 -1.3535 3.9093
H -0.8603 0.0143 4.1329
H 0.7170 -2.4039 1.0739
H 0.8762 -1.2418 -0.2468
H -0.7191 -1.9497 0.1901
H 2.2725 -0.5203 2.6934
H 1.7423 1.1306 3.0945
H 2.3090 0.7618 1.4560
H -0.5094 -3.2741 2.7024
H -1.9623 -3.0120 1.7529
H -0.6778 -5.9168 1.7672
H -2.1795 -5.3654 0.9875
H -2.1597 -6.8559 1.9488
H -4.6107 -4.0392 3.8604
H -4.5642 -5.7198 3.3400
H -4.3500 -4.4324 2.1409
C 3.9987 -1.8588 0.1386
C 4.0883 -1.5178 -1.3509
C 3.7581 -2.7961 -2.1329
C 5.5542 -1.1379 -1.6201
C 3.0829 -0.3950 -1.6670
H 4.7227 -2.6335 0.3988
H 3.0077 -2.2332 0.3922
H 4.2107 -0.9807 0.7536
H 3.8367 -2.6461 -3.2091
H 2.7358 -3.1129 -1.9180
H 4.4386 -3.6076 -1.8613
H 5.7363 -0.9179 -2.6729
H 6.2263 -1.9547 -1.3460
H 5.8364 -0.2580 -1.0377
H 2.7341 0.1662 -0.7970
C 3.5761 0.6232 -5.8189
C 3.4465 -0.2316 -4.5612
P 3.2409 0.6580 -2.9886
C 4.5860 1.9073 -2.9965
C 4.6948 2.6147 -1.6498
C 1.7029 1.6221 -3.1541
C 1.8113 3.0096 -3.7838
H 3.7242 -0.0191 -6.6863
H 4.4274 1.3015 -5.7650
H 2.6791 1.2145 -6.0024
H 4.3249 -0.8677 -4.4481
H 2.5890 -0.9051 -4.6338
H 4.4403 2.6220 -3.8084
H 5.5112 1.3659 -3.2079
H 3.7806 3.1586 -1.4030
H 5.5161 3.3303 -1.6504
H 4.8711 1.8921 -0.8525
H 1.2429 1.6820 -2.1625
H 1.0439 0.9791 -3.7477
H 2.4011 3.6842 -3.1650
H 0.8257 3.4584 -3.9059
H 2.2741 2.9776 -4.7690
*
```